Formula: C38H37BN8O2RuS4Si
Source: the Open Molecules 2025 dataset
Level of theory: the ωB97M-V functional and the def2-TZVPD basis

Atoms and positions in Å:
Ru -0.10 0.17 -0.13
N 2.40 1.20 3.66
C 3.34 0.24 3.34
C 4.53 -0.15 3.95
C 5.23 -1.17 3.35
C 4.75 -1.79 2.18
C 3.57 -1.40 1.58
C 2.86 -0.36 2.17
N 1.66 0.23 1.81
C 1.44 1.15 2.70
C 0.28 2.05 2.66
C -0.22 2.83 3.64
S -1.53 3.73 3.04
C -1.34 2.99 1.50
N -0.36 2.15 1.45
H 2.47 1.90 4.37
H 4.89 0.34 4.85
H 6.16 -1.51 3.79
H 5.34 -2.58 1.72
H 3.21 -1.87 0.68
H 0.10 2.90 4.68
H -1.97 3.22 0.65
C -3.10 -0.35 -3.05
N -3.29 -1.41 -2.06
C -4.50 -1.91 -1.63
C -4.22 -2.85 -0.70
N -2.85 -2.94 -0.57
B -2.18 -4.13 0.18
N -0.89 -3.80 1.03
C 0.00 -4.84 1.27
C 0.84 -4.47 2.25
N 0.48 -3.19 2.62
C 1.00 -2.49 3.78
C -0.58 -2.78 1.84
S -1.32 -1.23 1.96
C -2.29 -2.05 -1.41
S -0.61 -1.80 -1.69
H -4.06 0.09 -3.28
H -2.65 -0.76 -3.95
H -2.46 0.41 -2.64
H -5.44 -1.53 -1.99
H -4.88 -3.47 -0.11
H -3.02 -4.57 0.95
H -1.82 -4.96 -0.65
H -0.06 -5.76 0.71
H 1.67 -4.99 2.71
H 2.08 -2.60 3.83
H 0.55 -2.88 4.69
H 0.74 -1.44 3.69
S 0.48 2.27 -1.66
C -0.95 2.76 -2.39
N -1.92 3.12 -2.92
O 1.80 -0.36 -1.08
Si 3.09 -0.67 -1.95
C 4.63 0.03 -1.06
C 5.91 -0.51 -1.18
C 6.98 0.00 -0.44
C 6.77 1.04 0.45
C 5.50 1.59 0.58
C 4.45 1.09 -0.17
C 3.34 -2.54 -2.16
C 4.32 -3.07 -3.02
C 4.52 -4.44 -3.13
C 3.73 -5.32 -2.40
C 2.73 -4.83 -1.57
C 2.54 -3.45 -1.45
C 3.17 -0.03 -3.72
C 4.11 0.92 -4.12
C 4.22 1.31 -5.46
C 3.39 0.74 -6.42
C 2.44 -0.21 -6.03
C 2.34 -0.59 -4.70
H 6.09 -1.34 -1.85
H 7.97 -0.43 -0.55
H 7.60 1.43 1.04
H 5.34 2.41 1.28
H 3.45 1.52 -0.06
H 4.92 -2.39 -3.62
H 5.29 -4.83 -3.80
H 3.89 -6.39 -2.49
H 2.10 -5.51 -1.01
H 1.73 -3.08 -0.83
H 4.77 1.37 -3.39
H 4.95 2.05 -5.75
H 3.47 1.03 -7.46
H 1.78 -0.65 -6.77
H 1.59 -1.33 -4.41
C -3.20 0.77 0.51
O -2.09 0.84 -0.34
H -3.99 1.46 0.16
H -2.98 1.04 1.56
H -3.65 -0.23 0.55

Output
- charge = -1
- ⟨S²⟩ = 8.764
- M (u) = 906.00
- energy above the lowest of the compared OMol25 structures with the same formula, charge and spin (kJ/mol) = 0.0
- LUMO (alpha / beta) (eV) = 1.851 / 1.845
- spin multiplicity = 6

Here are the Mulliken charges for atoms 1 to 6, given in e: 0.701 -0.010 1.008 -1.104 -0.861 -0.840

***

Formula: C38H37BrCaN6O6S2
Source: the Open Molecules 2025 dataset
Level of theory: the ωB97M-V functional and the def2-TZVPD basis

Atoms and positions in Å:
Ca -1.50 0.45 0.09
O 0.58 3.97 1.16
C 1.36 3.84 2.25
C 2.05 4.94 2.74
C 2.85 4.82 3.87
C 2.96 3.60 4.53
C 2.26 2.51 4.03
C 1.48 2.60 2.89
C 0.77 1.39 2.31
O -0.34 1.66 1.60
N 1.78 0.72 1.44
N 1.33 -0.25 0.65
C 2.15 -1.12 0.20
C 1.73 -2.14 -0.76
Br 0.10 -1.82 -1.61
C 2.44 -3.22 -1.13
C 3.70 -3.72 -0.53
C 4.04 -3.55 0.81
C 5.23 -4.07 1.31
C 6.09 -4.78 0.48
C 5.75 -4.98 -0.85
C 4.56 -4.45 -1.34
H 0.06 3.11 1.08
H 1.94 5.89 2.22
H 3.38 5.69 4.24
H 3.56 3.51 5.43
H 2.31 1.55 4.54
H 0.55 0.69 3.13
H 2.73 0.64 1.81
H 3.21 -1.10 0.47
H 2.07 -3.79 -1.97
H 3.36 -3.05 1.48
H 5.47 -3.93 2.35
H 7.02 -5.19 0.87
H 6.40 -5.54 -1.51
H 4.29 -4.61 -2.38
C -1.62 0.10 -5.72
C -1.52 1.45 -6.01
C -0.57 2.20 -5.35
C 0.24 1.58 -4.41
N 0.16 0.28 -4.13
C -0.76 -0.43 -4.77
C 1.23 2.37 -3.62
C 1.97 3.39 -4.23
C 2.83 4.15 -3.45
C 2.91 3.88 -2.09
C 2.14 2.84 -1.59
N 1.33 2.09 -2.33
H -2.39 -0.52 -6.17
H -2.19 1.92 -6.72
H -0.51 3.27 -5.50
H -0.84 -1.47 -4.48
H 1.88 3.56 -5.29
H 3.42 4.94 -3.90
H 3.54 4.45 -1.43
H 2.15 2.60 -0.53
C -4.67 0.10 1.61
N -3.41 0.77 1.90
C -3.61 2.21 1.98
C -2.81 0.25 3.12
C -2.26 -1.17 2.97
C -2.52 -2.06 4.01
C -2.00 -3.35 3.99
C -1.21 -3.71 2.90
C -0.98 -2.79 1.87
C -1.50 -1.48 1.82
H -5.39 0.28 2.43
H -4.49 -0.98 1.53
H -5.07 0.46 0.67
H -4.34 2.47 2.77
H -3.98 2.58 1.02
H -2.66 2.70 2.20
H -3.55 0.28 3.94
H -1.99 0.92 3.39
H -3.15 -1.75 4.85
H -2.20 -4.05 4.79
H -0.77 -4.70 2.86
H -0.35 -3.14 1.05
S -4.12 -4.40 -2.05
C -4.79 -2.88 -2.46
C -4.49 -1.98 -1.50
N -3.75 -2.46 -0.44
C -3.47 -3.71 -0.62
H -5.32 -2.72 -3.39
H -4.72 -0.91 -1.54
H -2.88 -4.28 0.08
O -2.84 1.84 -3.39
S -2.96 1.33 -2.02
O -2.18 2.20 -1.05
O -2.30 -0.03 -1.91
O -4.35 1.21 -1.55

Output
- charge = -2
- M (u) = 857.87
- energy above the lowest of the compared OMol25 structures with the same formula, charge and spin (kJ/mol) = 0.0
- LUMO (eV) = 3.996
- spin multiplicity = 1

Here are the Mulliken charges for atoms 1 to 6, given in e: 1.444 -0.666 0.250 -0.860 -0.286 -0.916